Computed, not measured: C22H15N4O9W as an isolated structure, with the ωB97M-V functional and the def2-TZVPD basis.

Geometry as XYZ:
```
51
Properties=species:S:1:pos:R:3
W 0.03 0.20 -0.66
C -3.99 0.39 -1.80
O -4.63 0.10 -0.58
C -3.99 -0.35 0.48
C -4.82 -0.70 1.58
C -4.31 -1.24 2.74
C -2.94 -1.43 2.86
C -2.06 -1.06 1.82
C -0.66 -1.16 2.04
N 0.26 -0.71 1.20
N 1.56 -0.79 1.60
C 2.41 -0.40 0.69
O 1.88 0.00 -0.50
C 3.83 -0.46 0.95
C 4.28 -0.51 2.29
C 5.62 -0.67 2.58
C 6.55 -0.76 1.55
C 6.11 -0.73 0.22
C 4.77 -0.53 -0.09
C -2.59 -0.51 0.61
O -1.70 -0.15 -0.35
H -4.78 0.70 -2.48
H -3.51 -0.51 -2.21
H -3.26 1.20 -1.69
H -5.89 -0.53 1.45
H -4.97 -1.51 3.55
H -2.53 -1.86 3.77
H -0.31 -1.61 2.97
H 3.56 -0.36 3.08
H 5.96 -0.70 3.61
H 7.60 -0.85 1.77
H 6.82 -0.92 -0.57
H 4.45 -0.49 -1.12
O 0.52 4.18 -0.13
C 0.42 3.13 -0.65
O -0.04 1.98 -0.03
C 0.87 2.72 -2.06
C 1.85 3.32 -2.82
C 2.28 2.66 -3.99
C 1.98 1.34 -4.27
C 1.01 0.71 -3.46
C 0.30 1.49 -2.49
N 0.78 -0.66 -3.39
O 0.11 -0.98 -2.21
O 1.12 -1.51 -4.15
N 3.21 3.41 -4.95
O 3.57 2.77 -5.88
O 3.45 4.53 -4.63
H 2.29 4.28 -2.57
H 2.49 0.84 -5.09
H -0.82 1.34 -2.41
```

Computed properties:
HOMO (alpha / beta)	-0.620 / -0.619	hartree
net charge	+3
HOMO-LUMO gap (alpha / beta)	3.15 / 2.97	eV

The natural (NBO) scheme yields these atomic charges, measured in e: 2.2275 -0.2564 -0.4163 0.3396 -0.0861 -0.1775 -0.0433 -0.1712 0.2742 -0.3814 -0.2883 0.5375 -0.6158 -0.1175 -0.1315 -0.1970 -0.0973 -0.2047 -0.1668 0.1814 -0.5143 0.2575 0.1881 0.1547 0.2834 0.2809 0.2618 0.2789 0.2371 0.2553 0.2540 0.2478 0.2036 -0.3481 0.7464 -0.6320 0.0353 -0.1146 0.1604 -0.1343 0.1596 -0.4723 0.5099 -0.4714 -0.0232 0.5319 -0.2767 -0.2638 0.3288 0.3297 0.3365